Molecular formula: C3H6N2O
Method: DFT, ωB97M-V/def2-TZVPD

Element x y z (Å)
1 H -0.737 2.657 1.151
2 N -0.661 1.985 0.378
3 N -0.212 0.904 0.834
4 C -0.074 -0.152 -0.067
5 C -0.339 -0.039 -1.511
6 C 0.563 -1.248 0.502
7 O 0.870 -1.334 1.798
8 H 0.861 0.140 -1.529
9 H -1.017 0.772 -1.750
10 H -0.491 -0.995 -1.998
11 H 0.661 -2.185 -0.029
12 H 0.576 -0.506 2.220

The HOMO energy comes out at -8.26 eV. Its LUMO energy is 0.2 eV. Its SMILES is [H]/N=N/C(C)=C\O. The frontier orbital gap is 8.47 eV. As for the relative energy (zero: lowest compared OMol25 entry of this formula, charge and spin): 84.2 kcal per mole. The calculation puts the total energy at -8233.0494 eV.

Charge distribution, natural (NBO) scheme, values in e: number 1, H, carries 0.3164; number 2, N, carries -0.3807; number 3, N, carries -0.1965; number 4, C, carries -0.0357; number 5, C, carries -0.6704; number 6, C, carries 0.2065; number 7, O, carries -0.6538; number 8, H, carries 0.2498; number 9, H, carries 0.2553; number 10, H, carries 0.2266; number 11, H, carries 0.1816; number 12, H, carries 0.5009

Molecular formula: C8H9NO3
Method: DFT, ωB97M-V/def2-TZVPD

Element x y z (Å)
1 C -1.171 -1.547 0.386
2 C 0.323 -1.341 0.422
3 C 0.677 0.089 -0.016
4 C 0.350 0.491 -1.275
5 C 0.288 1.839 -1.658
6 C 0.522 2.849 -0.792
7 C 1.214 2.488 0.449
8 N 1.137 3.497 1.612
9 O 2.054 3.501 2.381
10 O 0.109 4.132 1.650
11 O 2.348 1.809 0.378
12 C 1.245 1.056 0.901
13 H -1.419 -2.115 -0.549
14 H -1.672 -0.600 0.400
15 H -1.543 -2.094 1.280
16 H 0.837 -1.974 -0.202
17 H 0.810 -1.647 1.443
18 H -0.018 -0.382 -1.996
19 H -0.217 2.142 -2.517
20 H 0.349 3.914 -0.993
21 H 1.379 0.890 1.890

The HOMO energy comes out at -9.18 eV. Its LUMO energy is 0.0 eV. Its SMILES is CCC1=CC=C[C@]2([N+](=O)[O-])O[C@H]12. The frontier orbital gap is 9.17 eV. As for the relative energy (zero: lowest compared OMol25 entry of this formula, charge and spin): 132.8 kcal per mole. The calculation puts the total energy at -16069.0636 eV.

Charge distribution, natural (NBO) scheme, values in e: number 1, C, carries -0.6138; number 2, C, carries -0.4279; number 3, C, carries 0.0232; number 4, C, carries -0.2176; number 5, C, carries -0.2073; number 6, C, carries -0.2087; number 7, C, carries 0.2694; number 8, N, carries 0.5319; number 9, O, carries -0.3497; number 10, O, carries -0.3750; number 11, O, carries -0.4207; number 12, C, carries 0.0236; number 13, H, carries 0.2133; number 14, H, carries 0.2162; number 15, H, carries 0.2186; number 16, H, carries 0.2209; number 17, H, carries 0.2082; number 18, H, carries 0.2215; number 19, H, carries 0.2217; number 20, H, carries 0.2398; number 21, H, carries 0.2124

Molecular formula: C5H11NO
Method: DFT, ωB97M-V/def2-TZVPD

Element x y z (Å)
1 C 2.754 -0.156 0.024
2 N 1.538 -0.533 0.014
3 C 0.542 0.236 0.807
4 O 1.042 1.042 1.609
5 C -0.736 -0.015 0.392
6 C -1.238 -1.120 -0.490
7 C -1.812 0.809 1.020
8 H 0.546 1.179 -2.448
9 H 3.446 -0.665 -0.622
10 H 2.989 0.631 0.728
11 H 1.246 -1.242 -0.642
12 H 0.205 1.052 -1.787
13 H -1.889 -1.790 0.087
14 H -0.476 -1.757 -0.951
15 H -1.854 -0.724 -1.309
16 H -2.496 1.229 0.274
17 H -2.426 0.201 1.694
18 H -1.379 1.624 1.598

The HOMO energy (spin up / spin down) comes out at -7.06 / -7.06 eV. Its LUMO energy (spin up / spin down) is -0.2 / -0.2 eV. The frontier orbital gap (spin up / spin down) is 6.82 / 6.82 eV. As for the relative energy (zero: lowest compared OMol25 entry of this formula, charge and spin): 81.1 kcal per mole. The calculation puts the total energy at -8898.1795 eV.

Charge distribution, natural (NBO) scheme, values in e: number 1, C, carries 0.0025; number 2, N, carries -0.4380; number 3, C, carries 0.4843; number 4, O, carries -0.7352; number 5, C, carries -0.1635; number 6, C, carries -0.6200; number 7, C, carries -0.6326; number 8, H, carries -0.0181; number 9, H, carries 0.1918; number 10, H, carries 0.2512; number 11, H, carries 0.4166; number 12, H, carries 0.0070; number 13, H, carries 0.2140; number 14, H, carries 0.1765; number 15, H, carries 0.2122; number 16, H, carries 0.2023; number 17, H, carries 0.2049; number 18, H, carries 0.2440

In order of appearance, largest force on an atom = 3.91, 3.69, 0.46 eV/A.